# 1
The following is a quantum chemistry calculation of a molecular structure, C23H17AsN10O2S6SeSn, from OMol25.

Structure (XYZ):
```
61
C23H17AsN10O2S6SeSn | OMol25 | ωB97M-V/def2-TZVPD
Sn -0.187 0.448 0.478
Se -1.953 2.217 -3.236
As -5.020 2.049 2.569
S -3.343 1.201 0.781
S 3.806 -2.911 1.304
S -1.280 -1.896 5.041
S -5.187 0.399 4.010
S -1.606 2.372 1.049
S -6.763 2.017 1.328
O 3.048 3.403 -1.289
O 1.389 2.214 -3.315
N 1.720 1.496 -1.122
N 3.784 -0.486 0.039
N -0.174 -0.659 3.059
N 1.451 1.956 1.522
N -1.625 0.935 -2.082
N 1.461 -1.076 -2.020
N 2.215 -0.947 1.713
N -2.161 0.319 3.788
N -2.993 1.223 -4.269
N -2.193 -1.321 -1.814
C 0.498 -2.630 -3.561
C 0.593 -0.312 -4.112
C 1.348 2.104 2.842
C 0.631 -1.726 3.384
C 1.469 1.350 -2.451
C 2.554 -3.098 2.485
C -3.783 -1.088 -4.185
C 2.349 2.611 -0.673
C 2.246 2.774 0.835
C 0.235 -1.602 -4.456
C -3.717 -2.232 -3.467
C 2.893 3.918 2.824
C -1.236 -0.609 3.850
C -2.271 -0.136 -2.494
C 3.218 -1.301 0.979
C 1.124 -2.315 -2.366
C 2.058 3.068 3.535
C 1.822 -1.958 2.558
C 2.989 3.772 1.454
C -2.896 -2.295 -2.287
C -3.035 0.029 -3.704
C 0.231 -2.489 4.427
C 1.177 -0.090 -2.867
H 3.454 4.692 3.334
H 0.412 0.535 -4.757
H -4.385 -0.984 -5.078
H 1.945 3.149 4.607
H 1.350 -3.088 -1.638
H -2.854 -3.233 -1.740
H 0.724 -3.347 4.851
H 3.611 4.403 0.836
H 4.271 -0.974 -0.695
H 0.672 1.421 3.341
H 0.217 -3.653 -3.777
H -2.133 0.934 2.979
H -0.255 -1.803 -5.401
H -3.140 0.216 4.140
H -4.276 -3.112 -3.758
H 2.405 -4.024 3.013
H 3.097 0.167 -0.344
```

Properties
Total charge = -2
Relative energy (zero: lowest compared OMol25 entry of this formula, charge and spin) = 124.2 kJ/mol

natural (NBO) atomic charge list, values in e, 6 entries: 1.2247, 1.0829, 0.5841, -0.4613, 0.2999, 0.3283

=====

# 2
The following is a quantum chemistry calculation of a molecular structure, C23H17Br2KN8OSe, from OMol25.

Structure (XYZ):
```
53
C23H17Br2KN8OSe | OMol25 | ωB97M-V/def2-TZVPD
Br -7.322 2.983 1.946
Br -5.941 -2.407 1.082
Se 0.543 -3.385 -2.178
K -1.314 -0.690 -1.274
O -3.329 -1.141 0.037
N 2.940 -2.528 -0.930
N 2.047 1.962 -3.715
N 3.680 1.616 0.130
N 0.176 0.828 -3.189
N 1.188 0.544 -0.502
N -2.685 1.496 -0.182
N 1.219 1.888 -4.767
N 1.382 -2.928 0.534
C 1.385 1.308 -2.780
C 4.978 -1.634 2.047
C 2.507 -2.513 1.243
C 0.108 1.212 -4.440
C -2.354 2.763 -0.256
C -6.050 1.717 1.323
C -4.406 3.488 0.705
C -6.354 0.386 1.383
C -4.802 2.137 0.801
C 1.928 1.168 -1.418
C -3.885 1.152 0.345
C -4.177 -0.287 0.420
C -5.447 -0.580 0.943
C 1.687 0.482 0.727
C 3.177 1.698 -1.095
C 4.764 -1.823 0.689
C -3.184 3.806 0.182
C 3.974 -1.880 2.984
C 2.928 1.014 1.044
C 0.108 -3.267 1.143
C 1.651 -2.933 -0.794
C 2.717 -2.327 2.599
C 3.509 -2.263 0.308
H -0.600 -3.500 0.353
H -5.084 4.256 1.052
H 5.541 -1.619 -0.035
H 1.472 2.313 -5.642
H -1.381 2.990 -0.686
H -2.854 4.833 0.099
H 0.226 -4.134 1.792
H 3.369 -2.465 -1.836
H -7.306 0.059 1.779
H 3.317 0.939 2.052
H 4.181 -1.723 4.034
H -0.701 1.027 -5.128
H 5.944 -1.287 2.387
H -0.265 -2.424 1.725
H 1.938 -2.522 3.323
H 3.766 2.198 -1.852
H 1.084 -0.004 1.485
```

Properties
Relative energy (zero: lowest compared OMol25 entry of this formula, charge and spin) = 30.0 kJ/mol

natural (NBO) atomic charge list, values in e, 6 entries: 0.0177, 0.0223, -0.2892, 0.9298, -0.8010, -0.5537

=====

# 3
The following is a quantum chemistry calculation of a molecular structure, C23H17IN4O2PdS2 in a non-equilibrium geometry, from OMol25.

Structure (XYZ):
```
50
C23H17IN4O2PdS2 | OMol25 | ωB97M-V/def2-TZVPD
I -1.354 0.102 -5.836
Pd 0.712 0.139 0.262
S 1.229 -0.005 4.973
S 5.616 0.025 0.347
O 1.250 2.255 0.427
O 1.193 4.176 -0.664
N 1.153 -0.287 2.422
N 3.063 -0.324 0.394
N -0.970 -0.196 3.376
N 3.982 -0.299 -1.772
C 4.060 -0.197 -0.427
C -4.015 -2.657 0.153
C -2.039 -1.232 0.218
C -2.252 1.170 0.342
C 2.482 -0.250 2.763
C -0.113 2.991 -2.832
C 3.475 -0.238 1.706
C -3.218 -3.765 0.089
C -1.449 0.059 0.280
C -0.640 2.391 -3.962
C 0.370 -0.152 3.450
C -3.455 -1.363 0.226
C 0.093 0.238 -3.155
C 0.630 0.851 -2.024
C 1.034 2.967 -0.601
C -1.245 -2.401 0.158
C 2.714 -0.130 4.099
C -4.240 -0.195 0.305
C -0.547 1.016 -4.103
C 0.515 2.237 -1.851
C -1.818 -3.640 0.098
C -3.655 1.039 0.358
C 4.814 -0.062 1.871
H -0.166 4.062 -2.697
H 1.266 0.230 -1.343
H -1.209 -4.531 0.053
H -5.092 -2.750 0.144
H -1.818 2.165 0.387
H 3.066 -0.230 -2.189
H 3.645 -0.105 4.626
H -3.661 -4.749 0.031
H -4.262 1.928 0.416
H -5.315 -0.303 0.316
H 5.371 0.029 2.780
H -0.153 -2.282 0.167
H -1.346 -0.122 2.429
H -1.118 2.988 -4.724
H -1.518 0.178 4.133
H 4.750 0.056 -2.314
H 0.183 -0.832 -3.300
```

natural (NBO) atomic charge list, values in e, 6 entries: 0.1283, 0.8187, 0.3881, 0.3889, -0.8270, -0.6697

=====

# 4
The following is a quantum chemistry calculation of a molecular structure, C23H17IrN3O5S2 in a non-equilibrium geometry, from OMol25.

Structure (XYZ):
```
51
C23H17IrN3O5S2 | OMol25 | ωB97M-V/def2-TZVPD
Ir 0.962 -0.225 -1.201
S -0.317 4.023 0.213
S 1.393 1.962 -0.959
O 7.136 -3.240 -1.194
O 2.839 -2.428 1.485
O 0.429 -1.952 -1.987
O 1.345 -1.124 0.476
O 7.324 -2.257 -3.234
N 2.886 -0.803 -1.631
N -1.159 1.534 -0.179
N -0.913 0.254 -0.671
C 6.783 -2.530 -2.179
C -1.838 2.639 2.984
C -2.130 4.838 4.646
C -1.978 3.575 5.195
C 2.515 -1.771 0.536
C -1.830 2.475 4.360
C -1.932 -0.566 -0.638
C 3.391 -1.586 -0.669
C -3.187 -3.895 -1.828
C 5.377 -1.937 -1.916
C -1.994 3.905 2.425
C -0.757 -2.500 -1.851
C -3.196 -0.096 0.030
C -0.865 -3.798 -2.392
C 3.596 -0.569 -2.737
C 4.634 -2.173 -0.769
C -3.096 -2.645 -1.278
C -2.137 5.001 3.268
C -2.045 -4.488 -2.381
C 4.850 -1.120 -2.910
C -1.891 -1.898 -1.238
C -0.190 2.361 -0.289
C -1.988 4.098 0.933
H 0.034 -4.216 -2.824
H -2.983 0.703 0.730
H -2.093 -5.482 -2.807
H -2.579 3.345 0.416
H -2.256 5.991 2.842
H 3.140 0.070 -3.481
H -3.889 0.294 -0.720
H -4.136 -4.413 -1.833
H -2.370 5.084 0.671
H -2.242 5.701 5.290
H -1.705 1.486 4.782
H -4.002 -2.216 -0.883
H 4.995 -2.796 0.036
H -3.682 -0.905 0.561
H -1.704 1.782 2.334
H -1.973 3.446 6.269
H 5.431 -0.936 -3.802
```

Properties
Spin multiplicity = 2
Relative energy (zero: lowest compared OMol25 entry of this formula, charge and spin) = 20.6 kJ/mol

natural (NBO) atomic charge list, values in e, 6 entries: 1.2992, 0.3569, 0.0573, -0.7335, -0.5057, -0.6488

=====

Electronic energy, record by record: -240155.4055, -259854.1182, -67432.6778, -63343.0014 eV